No. 1
Here is 2 unconnected molecules or ions with the total composition C6H17FN4 in a non-equilibrium geometry from OMol25. Energies are from ωB97M-V/def2-TZVPD.

Atoms and positions in Å:
C -2.44670 -0.53273 -0.28970
C 1.00216 -0.57865 1.29047
C 2.86102 0.98998 -1.05684
C 2.25140 1.28738 2.21880
C -2.93410 -0.98440 -2.64478
C 1.54494 1.21174 -0.21301
N -3.56200 -1.10951 0.08450
N 1.52584 0.59225 1.12573
N 0.98561 -1.20208 2.42228
N -2.09900 -0.49278 -1.54926
F 0.53955 0.66968 -1.00093
H 2.75862 1.63603 -1.84332
H 3.69651 1.11912 -0.31222
H 2.68059 -0.04690 -1.52812
H 3.27664 1.79990 1.90715
H 1.51872 2.16040 2.63339
H 2.59259 0.76895 3.06689
H -2.68536 -1.93822 -2.78688
H -4.05467 -0.74803 -2.60703
H -2.65570 -0.55590 -3.68504
H 1.53288 2.25730 -0.15378
H -3.93035 -0.94317 1.02412
H -4.18780 -1.57910 -0.54178
H -1.91592 0.05829 0.37783
H 0.94367 -2.20719 2.37300
H 1.32967 -0.68876 3.20925
H -1.33221 0.09905 -1.83631
H 0.76338 -1.04264 0.31558

Results
spin multiplicity = 1
E_tot = -557.0797 Ha
LUMO energy = -0.23660 Ha
orbital gap = 11.212 eV
charge = +2
HOMO level = -17.650 eV

Löwdin population analysis, charges in e, atoms 1 to 4: C -0.14; C -0.15; C 0.04; C 0.01


No. 2
Here is 2 unconnected molecules or ions with the total composition C6H17N2 from OMol25. Energies are from ωB97M-V/def2-TZVPD.

Atoms and positions in Å:
C -0.82646 2.11966 0.06264
C -1.84743 1.12475 0.57804
C -2.85523 1.86107 1.48339
N 0.29216 1.45455 -0.70792
H -1.26527 2.87195 -0.58688
H -0.34490 2.63284 0.89529
H -1.36886 0.32135 1.13368
H -2.37391 0.71538 -0.29106
H -2.26678 2.45344 2.18550
H -3.50083 2.51610 0.90607
H -3.42252 1.13495 2.05709
H 0.77837 0.77066 -0.11794
H -0.04355 0.94432 -1.51736
H 0.97036 2.12141 -1.06706
C 1.17213 -1.85056 0.80124
C 1.84881 -1.31090 -0.46732
C 2.14827 -3.13211 -1.83344
N 2.71545 -2.28571 -1.08884
H 0.42078 -1.15760 1.19053
H 0.59895 -2.73557 0.52556
H 1.88557 -2.12666 1.57232
H 2.41442 -0.40480 -0.22724
H 1.03953 -1.00269 -1.15501
H 1.07374 -3.13017 -2.04297
H 2.75721 -3.90567 -2.28831

Results
spin multiplicity = 1
E_tot = -348.0343 Ha
LUMO energy = -0.12985 Ha
orbital gap = 9.442 eV
charge = +1
HOMO level = -12.976 eV

Löwdin population analysis, charges in e, atoms 1 to 4: C -0.16; C -0.24; C -0.07; N 0.19


No. 3
Here is a gas-phase ion, C6H17N2 (charge +1) in a non-equilibrium geometry from OMol25. Energies are from ωB97M-V/def2-TZVPD.

Atoms and positions in Å:
C 1.13192 -3.35722 -0.80332
C 0.62657 -2.04012 -1.40132
N 0.57974 -1.07623 -0.09357
C 0.51824 0.36105 -0.33135
C -0.30503 0.78876 0.95183
N -1.82624 0.03369 0.95635
C -0.85694 2.25476 0.59315
C 0.37555 3.28500 0.38765
H 0.90486 -4.00456 -1.59929
H 0.52859 -3.75127 0.00765
H 2.10279 -3.56262 -0.52845
H -0.31062 -2.15573 -1.88558
H 1.48672 -1.69542 -2.07078
H 1.15036 -1.45613 0.60709
H 1.45626 0.86732 -0.08152
H 0.11878 0.56294 -1.26131
H 0.16358 0.65591 1.89977
H -2.13447 -0.32247 -0.14118
H -1.79238 -0.86535 1.31667
H -2.77650 0.52590 1.26180
H -1.47217 2.49348 1.54056
H -1.43072 2.20035 -0.27703
H 0.91059 2.83514 -0.51633
H 1.01844 3.19461 1.29946
H -0.16792 4.22820 0.16905

Results
spin multiplicity = 1
E_tot = -347.9520 Ha
LUMO energy = -0.13019 Ha
orbital gap = 8.942 eV
charge = +1
HOMO level = -12.484 eV

Löwdin population analysis, charges in e, atoms 1 to 4: C -0.11; C -0.16; N -0.08; C -0.19


No. 4
Here is a gas-phase ion, C6H17N2 (charge +1) in a non-equilibrium geometry from OMol25. Energies are from ωB97M-V/def2-TZVPD.

Atoms and positions in Å:
C 1.90376 -0.21299 1.47191
C 1.29417 0.50640 0.24178
C 0.56975 1.70363 0.84331
N 0.37050 -0.43717 -0.46101
C 1.13208 -1.62203 -0.86265
C -0.94987 -0.82065 0.05762
C -2.10546 -0.41363 -0.91602
N -2.19729 1.06382 -1.12885
H 2.81857 -0.79837 1.35200
H 2.33593 0.57847 2.10897
H 1.23121 -0.75959 2.15415
H 2.11495 0.89579 -0.37339
H 0.01456 1.36349 1.72755
H -0.07381 2.34206 0.23967
H 1.34075 2.34831 1.24447
H 1.66905 -1.34391 -1.77302
H 1.86274 -2.07461 -0.17877
H 0.44977 -2.39781 -1.24268
H -1.07796 -0.51833 1.10275
H -1.09230 -1.90057 0.09280
H -2.07905 -0.91959 -1.87837
H -2.99819 -0.74112 -0.36497
H -3.17692 1.31797 -1.22498
H -1.77941 1.53651 -0.32780
H -1.57754 1.30393 -1.90448

Results
spin multiplicity = 1
E_tot = -348.0299 Ha
LUMO energy = -0.12479 Ha
orbital gap = 8.865 eV
charge = +1
HOMO level = -12.261 eV

Löwdin population analysis, charges in e, atoms 1 to 4: C -0.08; C -0.37; C -0.08; N -0.19